Here is C22H15Cl2I2IrN4O3 as an isolated structure at a distorted geometry from OMol25. Energies are from ωB97M-V/def2-TZVPD.

As for the total charge: +2. Its multiplicity is 5. The LUMO energy (spin up / spin down) comes out at -6.71 / -10.95 eV. As for the energy relative to the best compared isomer or geometry (same formula, charge and spin): 75.0 kcal per mole. The gap between HOMO and LUMO (spin up / spin down) is 5.075 / 2.203 eV. The expectation value of S² is 6.071. The HOMO energy (spin up / spin down) comes out at -0.4329 / -0.4833 Ha. Its total energy is -2911.3546 Ha.

Last column: Löwdin spin population.
Positions of all 49 atoms, in Å:
Ir (-1.1861, -0.4909, 1.3020)  0.345
I (1.9129, 5.2778, 4.6874)  0.073
C (0.9677, 4.1663, 3.1497)  0.151
C (-0.3713, 4.4571, 2.9095)  -0.024
C (-1.0454, 3.6922, 1.9827)  0.129
I (-2.6724, 4.3220, 1.0056)  0.072
C (-0.4718, 2.4825, 1.4709)  0.075
O (-1.2451, 1.5649, 0.9486)  0.268
C (0.9557, 2.3251, 1.6063)  0.083
C (1.5606, 0.9984, 1.0361)  0.012
N (0.8599, -0.1434, 1.7394)  0.030
C (1.5844, -1.4493, 1.8230)  0.004
C (0.5265, -2.4951, 2.1400)  0.012
C (0.8477, -3.7265, 2.6589)  -0.001
C (-0.0506, -4.8027, 2.5964)  0.013
C (-1.2537, -4.6337, 1.9562)  0.000
C (-1.6901, -3.4409, 1.4574)  0.009
N (-0.7227, -2.3744, 1.5943)  0.004
C (1.6729, 3.1788, 2.4479)  0.024
H (-0.7548, 5.3542, 3.3463)  -0.003
H (2.6280, 0.8807, 1.2377)  0.001
H (1.3704, 0.8510, -0.0189)  0.002
H (0.6030, 0.1487, 2.7017)  0.007
H (2.4845, -1.4201, 2.5048)  0.000
H (1.9949, -1.7002, 0.8138)  0.001
H (1.8906, -3.7770, 3.0634)  0.000
H (0.2639, -5.8266, 2.9502)  0.001
H (-1.8616, -5.5346, 1.8704)  0.000
H (-2.5684, -3.4121, 0.8528)  0.000
H (2.7912, 2.9836, 2.5413)  -0.001
Cl (-2.1294, 3.7365, -3.0670)  0.190
C (-1.1605, 2.3945, -3.2421)  0.282
C (0.2289, 2.5677, -3.3103)  0.128
C (1.0105, 1.4044, -3.3555)  0.205
Cl (2.7208, 1.5662, -2.9984)  0.055
C (0.4446, 0.1397, -3.6430)  0.130
C (1.2781, -0.9964, -3.8883)  0.028
C (0.6334, -2.1530, -4.2880)  0.067
C (-0.7565, -2.2798, -4.2189)  0.113
N (-1.5515, -1.2453, -3.8879)  0.007
C (-0.9615, -0.0703, -3.5838)  0.167
C (-1.8343, 1.1058, -3.4333)  0.096
O (-3.0576, 0.9747, -3.2293)  0.514
H (0.7671, 3.5261, -3.3526)  0.003
H (2.3646, -0.8780, -3.8126)  0.001
H (1.2483, -2.9739, -4.5492)  0.002
H (-1.3038, -3.1449, -4.4639)  0.004
O (-4.0806, -0.5371, 0.9755)  0.289
N (-2.8816, -0.5926, 0.9731)  0.436

Cartesian forces (eV/Å) of the 6 atoms listed first:
Ir 4.02 2.13 -0.81
I -0.22 -0.49 -0.77
C 0.81 0.64 1.17
C 0.58 -0.38 -0.67
C 0.57 -0.04 -0.18
I -1.40 0.49 -0.21